*P*
23
Properties=species:S:1:pos:R:3 method="wB97M-V/def2-TZVPD" orbital_gap_ev="10.4 / 7.2" e_homo_ev="-14.621 / -14.741" molar_mass_da=117.2 multiplicity=2 total_charge=+1
C -1.424 -0.816 -2.272
C -0.034 -0.152 -2.381
C 1.157 -0.925 -1.651
C 1.619 -0.235 -0.253
N 0.029 -0.160 3.177
C 0.748 0.235 2.013
C 0.693 -0.536 0.882
H -1.827 -0.835 -1.251
H -2.084 -0.301 -2.968
H -1.280 -1.844 -2.404
H 0.339 0.048 -3.365
H -0.090 0.792 -1.887
H 1.978 -0.929 -2.353
H 0.831 -1.939 -1.216
H 2.612 -0.578 -0.020
H 1.609 0.809 -0.515
H -0.813 -0.672 3.247
H -0.004 0.624 3.806
H 1.684 0.734 2.161
H -0.023 -1.303 0.697
H -2.206 2.150 -0.319
H -2.074 1.354 1.021
O -1.916 2.196 0.595



*Q*
23
Properties=species:S:1:pos:R:3 method="wB97M-V/def2-TZVPD" orbital_gap_ev="10.1 / 3.9" e_homo_ev="-13.504 / -13.352" molar_mass_da=117.2 multiplicity=2 total_charge=+1
C 0.893 -0.827 -0.149
C 0.645 -0.072 1.159
C -0.818 -0.070 1.488
C -1.689 0.655 0.496
C -1.471 2.078 0.337
C -0.666 2.564 -0.570
N 1.436 -2.232 -0.003
H -0.067 -1.045 -0.770
H 1.680 -0.239 -0.750
H 1.134 0.898 1.267
H 1.041 -0.688 2.026
H -0.961 -1.099 1.760
H -0.980 0.533 2.455
H -2.768 0.506 0.517
H -1.413 0.130 -0.488
H -1.936 2.653 1.132
H -0.570 3.721 -0.706
H -0.320 2.080 -1.434
H 2.392 -2.322 0.240
H 0.900 -2.668 0.738
H 0.944 -1.726 -2.228
H 1.737 -1.208 -3.405
O 0.860 -1.621 -3.111



The least stable of them is *Q*.



*P*
46
Properties=species:S:1:pos:R:3 method="wB97M-V/def2-TZVPD" orbital_gap_ev=7.2 e_homo_ev=-7.577 molar_mass_da=484.9
Rb 0.384 0.143 0.000
C -3.429 -2.842 0.000
C -4.650 -2.190 0.000
C -4.674 -0.805 0.000
C -3.470 -0.104 0.000
N -2.297 -0.740 0.000
C -2.277 -2.067 0.000
C -3.410 1.388 0.000
C -4.563 2.173 0.000
C -4.431 3.549 0.000
C -3.166 4.106 0.000
C -2.059 3.258 0.000
N -2.196 1.934 0.000
C -0.661 3.783 0.000
C -0.371 5.145 0.000
C 0.953 5.555 0.000
C 1.953 4.599 0.000
C 1.576 3.264 0.000
N 0.310 2.868 0.000
H -3.367 -3.921 0.000
H -5.574 -2.753 0.000
H -5.624 -0.291 0.000
H -1.291 -2.527 0.000
H -5.546 1.728 0.000
H -5.309 4.181 0.000
H -3.054 5.180 0.000
H -1.157 5.886 0.000
H 1.200 6.609 0.000
H 2.999 4.874 0.000
H 2.322 2.474 0.000
O 2.852 0.117 0.000
C 3.692 -0.778 0.000
C 3.482 -2.202 0.000
C 4.624 -3.001 0.000
C 4.543 -4.374 0.000
C 3.279 -5.006 0.000
C 2.145 -4.259 0.000
C 2.164 -2.815 0.000
O 1.098 -2.154 0.000
N 5.744 -5.162 0.000
O 6.825 -4.587 0.000
O 5.634 -6.380 0.000
H 4.766 -0.501 0.000
H 5.607 -2.546 0.000
H 3.251 -6.086 0.000
H 1.168 -4.724 0.000



*Q*
46
Properties=species:S:1:pos:R:3 method="wB97M-V/def2-TZVPD" orbital_gap_ev=7.2 e_homo_ev=-7.570 molar_mass_da=484.9
Rb 0.389 0.141 0.000
C -3.417 -2.837 0.000
C -4.640 -2.191 0.000
C -4.664 -0.806 0.000
C -3.456 -0.102 0.000
N -2.286 -0.738 0.000
C -2.266 -2.059 0.000
C -3.397 1.378 0.000
C -4.553 2.165 0.000
C -4.425 3.542 0.000
C -3.158 4.097 0.000
C -2.048 3.247 0.000
N -2.187 1.926 0.000
C -0.661 3.767 0.000
C -0.369 5.134 0.000
C 0.954 5.546 0.000
C 1.952 4.587 0.000
C 1.572 3.252 0.000
N 0.311 2.857 0.000
H -3.354 -3.913 0.000
H -5.561 -2.757 0.000
H -5.612 -0.295 0.000
H -1.284 -2.514 0.000
H -5.533 1.720 0.000
H -5.303 4.173 0.000
H -3.047 5.167 0.000
H -1.152 5.873 0.000
H 1.205 6.597 0.000
H 2.995 4.860 0.000
H 2.316 2.466 0.000
O 2.848 0.119 0.000
C 3.684 -0.774 0.000
C 3.480 -2.190 0.000
C 4.613 -2.994 0.000
C 4.530 -4.371 0.000
C 3.264 -4.999 0.000
C 2.137 -4.246 0.000
C 2.162 -2.803 0.000
O 1.100 -2.148 0.000
N 5.714 -5.141 0.000
O 6.785 -4.549 0.000
O 5.617 -6.359 0.000
H 4.760 -0.499 0.000
H 5.597 -2.548 0.000
H 3.237 -6.078 0.000
H 1.157 -4.703 0.000



The least stable of them is *Q*.



*P*
21
Properties=species:S:1:pos:R:3 method="wB97M-V/def2-TZVPD" smiles="NC1=C(O)O[C@H]2C=CN=CN2N=C1" orbital_gap_ev=8.8 e_homo_ev=-8.376 molar_mass_da=180.2
C -1.276 0.940 -1.977
C -0.929 0.128 -0.797
C -0.316 1.253 -2.848
C 0.338 -1.815 1.118
C 0.067 0.623 1.443
C 0.807 -0.601 -2.242
C 0.430 -0.596 1.854
N 0.632 0.347 -3.045
N 0.273 -1.954 -0.211
N 0.120 -0.836 -1.056
N 0.797 -0.832 3.280
O -0.022 1.712 2.291
O -0.311 1.035 0.249
H -2.319 1.328 -2.121
H -1.779 -0.365 -0.254
H -0.495 2.060 -3.561
H 0.468 -2.798 1.480
H 1.438 -1.359 -2.610
H -0.069 2.513 1.763
H 1.788 -0.604 3.344
H 0.360 -0.178 3.900



*Q*
21
Properties=species:S:1:pos:R:3 method="wB97M-V/def2-TZVPD" smiles="O=C1Nc2ncnn2[C@@H]2OCC[C@H]12" orbital_gap_ev=9.9 e_homo_ev=-9.324 molar_mass_da=180.2
C -3.380 0.558 -0.026
C -1.710 -0.673 -0.168
C 0.493 -1.604 0.113
C 2.264 0.140 0.228
C 1.798 0.928 -0.994
C 0.916 -0.306 0.807
C 0.040 0.929 0.519
N -3.008 -0.701 -0.357
N -2.399 1.335 0.353
N -1.315 0.545 0.260
N -0.802 -1.684 -0.312
O 1.259 -2.525 -0.037
O 0.607 1.589 -0.590
H -4.397 0.886 -0.065
H 2.892 -0.710 -0.028
H 2.786 0.790 0.929
H 2.504 1.693 -1.319
H 1.585 0.253 -1.835
H 0.973 -0.523 1.876
H 0.019 1.633 1.366
H -1.125 -2.554 -0.716



The least stable of them is *P*.